Entry 1:
ORCA calculation (the ωB97M-V functional and the def2-TZVPD basis) on H12O6 as an isolated structure.

Element x y z (Å)
H (2.89582, -1.14126, -1.00076)
H (1.03935, -1.19711, -1.04308)
H (-1.33986, -0.99044, -0.84811)
H (-0.41125, -1.55002, -0.01913)
H (0.23932, -0.23373, 1.95848)
H (-1.19188, -0.37413, 1.28779)
H (-3.38583, 0.21498, 0.15394)
H (-1.93429, 1.38280, -0.43795)
H (0.22600, 1.24873, -1.63699)
H (0.19050, 2.00715, -0.37938)
H (2.11506, 0.57134, 2.02986)
H (1.85929, 0.17758, 0.30749)
O (1.87750, -0.59129, -0.92405)
O (-0.71943, -1.78712, -0.96109)
O (-0.43405, -0.95079, 1.61388)
O (-2.17264, 0.49930, 0.08358)
O (-0.49473, 1.65257, -0.99923)
O (1.64111, 1.06146, 0.81476)

Properties
E_HOMO	-10.73	eV
energy above the lowest of the compared OMol25 structures with the same formula, charge and spin	574.7	kJ/mol
total energy	-12475.158	eV

Atomic partial charges in e from the Mulliken method, atoms 1 to 6: H 0.3451; H 0.4062; H 0.3917; H 0.4836; H 0.2924; H 0.4336

Entry 2:
ORCA calculation (the ωB97M-V functional and the def2-TZVPD basis) on a 6-piece molecular cluster, H12O6 overall.

Element x y z (Å)
O (0.03329, 0.54990, -0.36944)
H (-0.43960, 0.22896, 0.39841)
H (-0.11082, -0.12033, -1.03748)
O (-2.00238, -0.60611, -2.32206)
H (-2.36169, -0.28350, -3.14853)
H (-1.65552, -1.47289, -2.53325)
O (0.43314, -2.56029, 0.19843)
H (1.15794, -2.42455, -0.41187)
H (0.82698, -3.01893, 0.94056)
O (1.75866, 1.45756, 1.82161)
H (1.37636, 0.73050, 2.31299)
H (1.54263, 1.26979, 0.90821)
O (1.09046, 3.01967, -0.99800)
H (1.38498, 2.70503, -1.85268)
H (0.58591, 2.29169, -0.63509)
O (-1.05483, -0.34617, 1.97707)
H (-0.68435, -1.16752, 2.30010)
H (-1.88120, -0.25282, 2.45102)

Properties
E_HOMO	-10.34	eV
structure (SMILES)	O.O.O.O.O.O
energy above the lowest of the compared OMol25 structures with the same formula, charge and spin	127.3	kJ/mol
total energy	-12479.794	eV

Atomic partial charges in e from the Mulliken method, atoms 1 to 6: O -0.6862; H 0.4115; H 0.2133; O -0.6123; H 0.3079; H 0.3102

Entry 3:
ORCA calculation (the ωB97M-V functional and the def2-TZVPD basis) on a 6-piece molecular cluster, H12O6 overall.

Element x y z (Å)
H (0.45158, 1.27043, -2.20901)
H (0.50030, 1.78098, -0.76551)
H (2.03698, -2.17535, -0.33338)
H (2.75912, -1.11158, 0.46701)
H (2.64657, 1.42144, 0.45171)
H (2.15779, 2.83285, 0.58404)
H (0.71768, -0.72325, -2.41259)
H (1.37116, 0.16106, -1.38763)
H (-2.86755, -1.35381, 3.11921)
H (-1.96666, -0.90289, 2.00618)
H (-3.91227, 0.25104, 0.84615)
H (-3.85626, -0.77457, -0.22873)
O (0.00777, 1.24190, -1.36063)
O (2.28349, -1.94207, 0.48440)
O (1.82420, 1.98432, 0.28420)
O (1.55011, -0.45022, -2.01271)
O (-2.21763, -1.68288, 2.46965)
O (-3.48638, 0.17262, -0.00237)

Properties
E_HOMO	-10.78	eV
structure (SMILES)	O.O.O.O.O.O
energy above the lowest of the compared OMol25 structures with the same formula, charge and spin	265.9	kJ/mol
total energy	-12478.358	eV

Atomic partial charges in e from the Mulliken method, atoms 1 to 6: H 0.3520; H 0.4003; H 0.3046; H 0.2759; H 0.2882; H 0.3086

Entry 4:
ORCA calculation (the ωB97M-V functional and the def2-TZVPD basis) on a 6-piece molecular cluster, H12O6 overall.

Element x y z (Å)
O (0.99111, -0.09227, 3.14591)
H (1.03181, 0.05173, 2.20048)
H (1.17939, -1.02440, 3.25502)
O (0.05745, 0.02967, 0.25407)
H (-0.54065, -0.50102, 0.78027)
H (-0.30470, -0.00711, -0.63121)
O (2.67792, 0.84903, -0.85171)
H (2.93423, -0.01027, -0.51684)
H (1.88894, 1.07330, -0.35831)
O (-0.65413, 2.74187, -1.46059)
H (-1.59418, 2.91371, -1.51547)
H (-0.58639, 1.94225, -0.93883)
O (-1.18418, -2.14134, 1.50614)
H (-0.63920, -2.90457, 1.31453)
H (-2.05716, -2.38678, 1.19972)
O (-1.04077, -0.29701, -2.08999)
H (-0.46141, -0.51976, -2.81866)
H (-1.69804, 0.28290, -2.47460)

Properties
E_HOMO	-10.89	eV
structure (SMILES)	O.O.O.O.O.O
energy above the lowest of the compared OMol25 structures with the same formula, charge and spin	121.9	kJ/mol
total energy	-12479.851	eV

Atomic partial charges in e from the Mulliken method, atoms 1 to 6: O -0.6257; H 0.3311; H 0.2947; O -0.6668; H 0.3581; H 0.3482

no.,largest force on an atom (eV/Å),frontier orbital gap (eV)
1,7.059,10.54
2,0.792,10.39
3,6.333,10.90
4,1.233,11.01